The following is a quantum chemistry calculation of a molecular structure, C12H15I2N3O5SW, from the Open Molecules 2025 dataset.

Calculated values
LUMO (alpha / beta) in eV: -9.6 / -9.2
Total charge: +2
Energy in eV: -56240.5850
Expectation value of S²: 2.02
Gap between HOMO and LUMO (alpha / beta) in eV: 4.2 / 4.2
Molecular weight in g/mol: 750.983
2S+1: 3

Each line ends with the Löwdin spin population.
CARTESIAN COORDINATES (ANGSTROEM)
W: -0.16076 -1.08651 -0.46083  0.86
O: 2.02523 -2.47017 5.24599  0.00
C: 1.68722 -2.09789 3.92937  0.00
C: 1.14168 -0.86400 3.67476  0.00
C: 0.60086 -0.67371 2.43325  0.00
N: 0.72084 -1.53916 1.43295  -0.01
C: 1.26704 -2.78361 1.67613  0.00
C: 1.76632 -3.04829 2.92926  0.00
C: 1.25334 -3.61847 0.40891  0.01
O: 1.64759 -4.75496 0.29506  0.02
O: 0.78964 -2.78329 -0.60193  0.06
C: 0.28133 0.66552 1.92610  0.00
O: 0.44090 1.58993 2.70830  0.00
O: -0.00995 0.69113 0.59742  0.03
H: 1.93142 -1.82096 5.92370  0.00
H: 1.03785 -0.01961 4.37873  0.00
H: 1.86184 -4.10064 3.08816  0.00
I: -2.60190 -1.99235 -0.05918  -0.01
I: -4.36726 -6.76188 -2.46338  1.00
C: -2.16934 2.42302 -0.97866  0.00
N: -1.69565 1.60819 -2.09864  0.00
C: -2.67776 0.96415 -3.00114  0.00
C: -0.38867 1.11755 -2.06391  0.00
S: 0.02376 -0.49053 -2.79548  -0.01
N: 0.67840 1.89885 -1.77520  0.04
C: 0.50845 3.32553 -1.95173  0.00
C: 1.90068 1.42817 -1.18961  0.01
H: -3.26616 2.43305 -1.03489  0.00
H: -1.79600 3.42323 -1.11423  0.00
H: -1.78040 2.02734 -0.07308  0.00
H: -3.31249 1.78592 -3.46948  0.00
H: -3.32121 0.22569 -2.52183  0.00
H: -2.22462 0.50040 -3.92722  0.00
H: -0.11266 3.53687 -2.82029  0.00
H: 1.47280 3.79697 -2.15385  0.00
H: 0.15507 3.76193 -1.03743  0.00
H: 2.17862 1.88544 -0.20520  0.00
H: 2.69118 1.45801 -1.96073  0.00
H: 1.82276 0.35914 -0.89017  0.00

---

The following is a quantum chemistry calculation of a single C12H15N3 molecule, from the Open Molecules 2025 dataset.

Calculated values
SMILES: CCCN(c1ccncc1)n1cccc1
LUMO in eV: 0.7
Total charge: 0
Energy in eV: -17153.0646
Gap between HOMO and LUMO in eV: 9.4
Molecular weight in g/mol: 201.273

Each line ends with the natural charge from an NBO analysis.
CARTESIAN COORDINATES (ANGSTROEM)
C: -0.49495 0.88064 2.89606  -0.62
C: -1.73950 0.64653 2.11595  -0.45
C: -1.67893 -0.49997 1.11933  -0.21
N: -0.65591 -0.32333 0.08641  -0.24
C: 0.68791 -0.67777 0.26105  0.21
C: 1.20673 -1.37591 1.33943  -0.35
C: 2.45798 -1.92544 1.28270  0.04
N: 3.38008 -1.77008 0.24147  -0.43
C: 2.82203 -0.85539 -0.69556  0.03
C: 1.61311 -0.28097 -0.62566  -0.30
N: -0.96895 0.49210 -0.96276  -0.21
C: -1.59723 0.01122 -2.09341  -0.04
C: -1.95032 1.01059 -2.92765  -0.30
C: -1.37908 2.28816 -2.33350  -0.28
C: -0.84776 1.90390 -1.12320  -0.08
H: 0.50938 0.80718 2.32985  0.22
H: -0.59196 1.85235 3.48947  0.23
H: -0.37388 -0.03523 3.69233  0.20
H: -2.46441 0.40995 2.89462  0.21
H: -2.28801 1.54457 1.72656  0.22
H: -2.72908 -1.00064 0.92529  0.22
H: -1.22626 -1.29095 1.58846  0.20
H: 0.54710 -1.59855 2.13666  0.22
H: 2.96405 -2.21420 2.31669  0.20
H: 3.42882 -0.57636 -1.48328  0.19
H: 1.48840 0.71863 -1.38317  0.24
H: -2.10915 -1.01553 -2.00027  0.22
H: -2.28468 1.01196 -3.88582  0.22
H: -1.33457 3.26671 -2.76493  0.23
H: -0.42227 2.57564 -0.43148  0.22

---

The following is a quantum chemistry calculation of 3 unconnected molecules or ions with the total composition C12H15N3, from the Open Molecules 2025 dataset.

Calculated values
SMILES: c1cc[nH]c1.c1cc[nH]c1.c1cc[nH]c1
LUMO in eV: 0.6
Total charge: 0
Energy in eV: -17150.6402
Gap between HOMO and LUMO in eV: 8.1
Molecular weight in g/mol: 201.273

Each line ends with the natural charge from an NBO analysis.
CARTESIAN COORDINATES (ANGSTROEM)
C: -0.71728 -4.72331 -2.04051  -0.34
C: -1.27971 -4.94818 -0.63427  -0.33
C: -0.05993 -5.07470 0.30729  -0.11
N: 0.95363 -5.10398 -0.51301  -0.49
C: 0.79434 -4.77706 -1.78587  -0.12
H: -1.31420 -4.59617 -3.06405  0.26
H: -2.43226 -4.88464 -0.45051  0.25
H: -0.10480 -5.38634 1.37729  0.24
H: 2.01076 -5.19738 -0.29510  0.43
H: 1.56158 -4.65772 -2.59110  0.24
C: -2.06135 0.21440 -0.74584  -0.33
C: -0.70901 0.44018 0.04602  -0.31
C: 0.03206 -0.84183 0.06343  -0.09
N: -0.69859 -1.88245 -0.58741  -0.59
C: -1.91306 -1.27070 -1.05596  -0.07
H: -2.79645 0.92493 -1.16869  0.24
H: -0.43170 1.37815 0.52580  0.22
H: 1.06670 -1.20182 0.45400  0.21
H: -0.37949 -2.96961 -0.70142  0.48
H: -2.72088 -1.86814 -1.66437  0.21
C: 0.95126 4.32406 1.58081  -0.30
C: 0.93843 5.29603 2.64201  -0.30
C: 1.16927 6.65754 2.06723  -0.11
N: 1.22912 6.54577 0.70898  -0.50
C: 1.11245 5.23739 0.29919  -0.09
H: 0.89430 3.21650 1.63611  0.24
H: 0.87856 5.06894 3.73826  0.23
H: 1.15069 7.59698 2.53491  0.20
H: 1.54138 7.41341 0.10055  0.43
H: 1.33419 5.06976 -0.78378  0.21

---

The following is a quantum chemistry calculation of a molecular structure, C12H15N5O2SSeTc, from the Open Molecules 2025 dataset.

Calculated values
LUMO (alpha / beta) in eV: -7.3 / -10.7
Total charge: +2
Energy in eV: -102594.5518
Expectation value of S²: 1.04
Gap between HOMO and LUMO (alpha / beta) in eV: 7.1 / 3.7
Molecular weight in g/mol: 470.312
2S+1: 2

Each line ends with the Löwdin spin population.
CARTESIAN COORDINATES (ANGSTROEM)
Tc: -0.61714 0.00561 -0.36500  0.03
C: 3.57223 2.36829 -0.17735  0.00
O: 3.02309 1.68589 0.96095  0.00
C: 1.88040 1.08172 0.86757  0.00
O: 1.16646 1.03878 -0.15341  0.00
N: 1.49096 0.46168 2.00326  0.00
N: 0.38111 -0.39809 1.93767  0.00
H: 4.37751 2.98414 0.21511  0.00
H: 2.81590 2.98447 -0.66401  0.00
H: 3.98757 1.64869 -0.88545  0.00
H: 2.08398 0.49796 2.82833  0.00
H: -0.26517 -0.22780 2.70910  0.00
H: 0.68085 -1.37481 1.99184  0.00
C: -7.05400 1.23905 -1.34530  0.00
C: -5.58420 1.35075 -1.31249  0.00
C: -4.86069 2.29601 -2.05773  0.00
C: -3.47857 2.23460 -2.00778  0.00
N: -2.84399 1.33741 -1.26187  0.02
C: -3.60907 0.51799 -0.54398  0.00
S: -2.66763 -0.58943 0.45473  -0.01
N: -4.90732 0.49249 -0.55075  0.00
H: -7.51165 2.07716 -1.86578  0.00
H: -7.45132 1.15857 -0.33333  0.00
H: -7.34018 0.31428 -1.85201  0.00
H: -5.35074 3.03175 -2.67360  0.00
H: -2.86459 2.91871 -2.57926  0.00
Se: -0.64728 -0.79316 -2.52376  0.00
C: -0.01296 -2.65236 -2.45567  -0.02
C: 0.93102 -3.07497 -3.37697  0.05
C: 1.34915 -4.40545 -3.32075  0.09
N: 0.87132 -5.22674 -2.42274  0.66
C: -0.03066 -4.85109 -1.55411  0.09
C: -0.52181 -3.54557 -1.52472  0.05
H: 1.32986 -2.40860 -4.12614  0.01
H: 2.07259 -4.79930 -4.02212  0.02
H: -0.38369 -5.59934 -0.85745  0.02
H: -1.28694 -3.26239 -0.81527  0.00

---

The following is a quantum chemistry calculation of 2 unconnected molecules or ions with the total composition C12H15N7O4, from the Open Molecules 2025 dataset.

Calculated values
SMILES: O=[N+]([O-])c1cc([N+](=O)[O-])c2nnnn2c1.C1CN2CCC1CC2
LUMO in eV: -2.0
Total charge: 0
Energy in eV: -31299.5413
Gap between HOMO and LUMO in eV: 6.8
Molecular weight in g/mol: 321.297

Each line ends with the natural charge from an NBO analysis.
CARTESIAN COORDINATES (ANGSTROEM)
O: -3.86458 -2.44598 -0.14558  -0.35
N: -2.93677 -1.63958 -0.37966  0.50
O: -2.04218 -1.86861 -1.22619  -0.36
C: -2.90514 -0.39964 0.35888  -0.04
C: -3.54547 -0.29962 1.59368  -0.09
C: -3.54755 0.86918 2.31260  -0.02
N: -4.20931 0.93248 3.59446  0.50
O: -4.22748 1.98947 4.24109  -0.31
O: -4.75810 -0.12209 4.01825  -0.38
C: -2.89296 1.96021 1.75232  0.32
N: -2.72588 3.23726 2.17220  -0.24
N: -2.01865 3.77995 1.18142  -0.01
N: -1.66767 3.04357 0.11760  -0.06
N: -2.24677 1.79592 0.47314  -0.19
C: -2.23123 0.68010 -0.20388  0.15
H: -4.05523 -1.15337 2.00113  0.29
H: -1.73306 0.57756 -1.14627  0.28
C: 2.87389 -0.52088 -2.52720  -0.44
C: 1.41444 -0.16618 -2.21906  -0.24
N: 1.15427 -0.19688 -0.74853  -0.45
C: 2.03871 0.79654 -0.05968  -0.24
C: 3.51605 0.46299 -0.29678  -0.44
C: 3.61986 -0.80797 -1.19214  -0.19
C: 2.88042 -1.97349 -0.47178  -0.44
C: 1.41876 -1.57453 -0.23617  -0.24
H: 2.93655 -1.39897 -3.18227  0.21
H: 3.37478 0.29544 -3.06222  0.21
H: 1.15400 0.83627 -2.58845  0.20
H: 0.71283 -0.85975 -2.70580  0.20
H: 1.77902 1.80195 -0.42918  0.20
H: 1.78573 0.79334 1.01097  0.20
H: 4.03704 1.29861 -0.78096  0.21
H: 4.03736 0.28710 0.65245  0.21
H: 4.66456 -1.06713 -1.37894  0.22
H: 2.94737 -2.88527 -1.07889  0.21
H: 3.38534 -2.19999 0.47531  0.21
H: 1.16025 -1.59273 0.83263  0.20
H: 0.71680 -2.26527 -0.72850  0.21

---

The following is a quantum chemistry calculation of a single C12H15NO5S molecule, from the Open Molecules 2025 dataset.

Calculated values
SMILES: Cc1ccc(/C=C/C(=O)O)cc1S(=O)(=O)NCCO
LUMO in eV: -0.5
Total charge: 0
Energy in eV: -35249.8658
Gap between HOMO and LUMO in eV: 8.8
Molecular weight in g/mol: 285.321

Each line ends with the natural charge from an NBO analysis.
CARTESIAN COORDINATES (ANGSTROEM)
C: 2.90820 0.08074 -1.25375  -0.66
C: 1.84389 0.82362 -0.52411  0.03
C: 2.10798 2.01696 0.14423  -0.21
C: 1.11544 2.69236 0.82625  -0.14
C: -0.19553 2.20644 0.87067  -0.12
C: -1.20611 2.94816 1.59568  -0.09
C: -2.50370 2.64011 1.71378  -0.32
C: -3.40097 3.50500 2.49047  0.75
O: -3.08126 4.51323 3.07152  -0.60
O: -4.66175 3.04343 2.49137  -0.68
C: -0.46416 1.01031 0.19977  -0.16
C: 0.53693 0.34718 -0.47351  -0.27
S: 0.09079 -1.17236 -1.30407  2.29
O: -1.30775 -1.43309 -1.05794  -0.96
O: 0.53566 -1.16816 -2.66243  -0.93
N: 1.03348 -2.28220 -0.45685  -0.86
C: 1.24377 -3.55954 -1.11887  -0.27
C: 0.03583 -4.50369 -1.02970  -0.07
O: -1.02403 -4.15080 -1.86934  -0.73
H: 3.81230 0.67831 -1.33604  0.22
H: 3.13775 -0.84555 -0.72864  0.24
H: 2.55445 -0.19344 -2.24490  0.26
H: 3.11023 2.41897 0.12492  0.22
H: 1.35085 3.61631 1.33394  0.22
H: -0.86788 3.85037 2.09233  0.23
H: -2.96284 1.77518 1.26337  0.22
H: -5.23406 3.63240 3.00696  0.50
H: -1.45126 0.57790 0.18526  0.24
H: 0.64921 -2.39620 0.47189  0.39
H: 2.12064 -4.03398 -0.66918  0.21
H: 1.45062 -3.32598 -2.16455  0.24
H: 0.34231 -5.50508 -1.34488  0.19
H: -0.29482 -4.55710 0.02190  0.15
H: -1.32421 -3.24978 -1.66555  0.49